{"formula": "C10H40O10", "method": "the ωB97M-V functional and the def2-TZVPD basis", "de_lowest_ev": 1.1097, "energy_ev": -31492.0390, "total_charge": 0, "orbital_gap_ev": 9.95, "smiles": "CC(C)O.CC(C)O.CC(C)O.CO.O.O.O.O.O.O", "homo_ev": -9.98, "mol_weight_g_mol": 320.42, "species": ["C", "C", "C", "O", "H", "H", "H", "H", "H", "H", "H", "H", "C", "C", "C", "O", "H", "H", "H", "H", "H", "H", "H", "H", "C", "C", "C", "O", "H", "H", "H", "H", "H", "H", "H", "H", "C", "O", "H", "H", "H", "H", "O", "H", "H", "O", "H", "H", "O", "H", "H", "O", "H", "H", "O", "H", "H", "O", "H", "H"], "positions_angstrom": [[-4.3012, 3.9323, -1.2650], [-4.6845, 2.8896, -0.2211], [-5.9220, 2.0969, -0.6499], [-3.5418, 2.0171, -0.2017], [-4.9435, 4.8067, -1.1605], [-4.4060, 3.4798, -2.2511], [-3.2544, 4.2342, -1.2308], [-4.9287, 3.2687, 0.7712], [-6.7643, 2.7887, -0.6517], [-6.0076, 1.1989, -0.0381], [-5.8348, 1.6918, -1.6581], [-2.8209, 2.6334, -0.0526], [5.4537, -5.0011, -0.5122], [5.8978, -4.2761, -1.7641], [6.4239, -5.2534, -2.8180], [4.7069, -3.7316, -2.3364], [4.6268, -5.6862, -0.6991], [4.9816, -4.3029, 0.1789], [6.2168, -5.4825, 0.0994], [6.5865, -3.4628, -1.5353], [6.5321, -4.8251, -3.8144], [5.6464, -6.0140, -2.8889], [7.2871, -5.8225, -2.4728], [4.8224, -3.6679, -3.2873], [-3.3222, -0.5722, 6.5826], [-2.6361, 0.0160, 5.4087], [-1.1211, -0.2118, 5.4016], [-3.2319, -0.4554, 4.2653], [-3.0169, -0.1755, 7.5509], [-3.0425, -1.6202, 6.6906], [-4.4033, -0.4362, 6.5575], [-2.9376, 1.0573, 5.2952], [-0.6920, 0.4238, 6.1762], [-0.5824, 0.0716, 4.4974], [-0.9852, -1.2749, 5.6002], [-3.1770, 0.1544, 3.5259], [0.4135, 3.7082, -5.9681], [0.7289, 2.4409, -5.4481], [-0.4657, 3.7836, -6.6079], [0.2321, 4.4336, -5.1750], [1.2335, 4.0429, -6.6033], [-0.0840, 2.0198, -5.1592], [4.0622, 0.1123, 2.0616], [4.6172, 0.3298, 1.3126], [3.2803, -0.2813, 1.6745], [1.1798, -1.4679, -0.3026], [0.7067, -0.7638, -0.7460], [1.8460, -1.7432, -0.9324], [-1.6210, -3.5808, 2.2065], [-2.2454, -3.0751, 2.7268], [-1.0804, -2.9210, 1.7724], [-2.3285, -0.4003, -3.6173], [-2.6020, -0.2499, -2.7124], [-2.6671, -1.2703, -3.8289], [2.9737, 3.3467, -1.9470], [3.8298, 2.9953, -1.7026], [2.6974, 2.8107, -2.6903], [0.5231, 3.6290, 1.4659], [0.8826, 4.0065, 2.2687], [1.2633, 3.6052, 0.8595]], "forces_ev_per_a": [[-0.7, 0.4, 0.1], [0.3, -0.8, -1.4], [0.8, -0.1, -0.3], [-0.4, -0.3, 0.7], [0.1, 0.2, -0.3], [-0.3, 0.1, 0.0], [0.0, 0.2, 0.5], [0.5, 0.4, 0.1], [-0.3, -0.4, 0.3], [-0.5, 0.3, 0.4], [0.3, 0.3, -0.2], [0.5, -0.3, 0.1], [-0.6, 0.4, 1.0], [-0.3, -0.8, -0.9], [-0.3, -0.7, 0.8], [-0.5, 0.6, 0.3], [0.3, -0.3, -0.4], [0.1, 0.4, 0.0], [0.3, -0.1, -0.5], [0.2, 0.0, 0.0], [0.4, 0.2, 0.1], [-0.2, -0.1, -0.2], [0.4, 0.4, -0.3], [0.0, 0.1, 0.0], [-0.1, -0.6, 1.4], [0.7, 2.2, -0.5], [-0.5, 0.4, 0.5], [-1.2, -2.5, -2.2], [0.3, 0.5, -0.2], [-0.4, -0.3, -0.3], [0.0, -0.2, -0.3], [0.8, 0.8, 1.2], [0.2, -0.4, 0.3], [-0.5, -0.1, -0.3], [0.4, 0.0, 0.1], [0.2, 0.1, 0.2], [0.0, 0.9, -0.2], [-0.1, -0.3, -0.1], [-0.3, -0.6, -0.1], [0.3, 0.2, 0.2], [0.2, 0.0, 0.3], [0.0, -0.1, 0.1], [0.1, 0.1, 0.2], [0.2, 0.0, -0.1], [-0.3, -0.2, -0.1], [0.0, 0.0, 0.3], [-0.2, 0.2, -0.1], [0.2, -0.2, -0.2], [0.0, -0.3, 0.0], [-0.2, 0.2, 0.2], [0.2, 0.2, -0.2], [0.2, 0.2, -0.2], [-0.1, 0.1, 0.3], [-0.1, -0.2, -0.1], [-0.1, 0.2, 0.2], [0.2, 0.0, 0.1], [-0.2, -0.1, -0.3], [-0.3, -0.1, 0.0], [0.1, 0.1, 0.2], [0.2, 0.0, -0.3]], "lowdin_charge": [-0.061, -0.480, -0.060, -0.070, 0.080, 0.082, 0.075, 0.130, 0.083, 0.079, 0.075, 0.070, -0.066, -0.484, -0.062, -0.071, 0.085, 0.075, 0.082, 0.130, 0.077, 0.081, 0.081, 0.074, -0.063, -0.557, -0.038, -0.048, 0.083, 0.084, 0.086, 0.134, 0.077, 0.075, 0.081, 0.096, -0.182, -0.114, 0.074, 0.073, 0.078, 0.073, -0.052, 0.024, 0.017, -0.047, 0.029, 0.030, -0.053, 0.018, 0.021, -0.056, 0.023, 0.031, -0.051, 0.028, 0.025, -0.056, 0.029, 0.021]}